(1)
The following is a quantum chemistry calculation of C17H18N6O2S2 as an isolated structure at a distorted geometry, from the Open Molecules 2025 dataset.

**LUMO**: -0.374 eV
**Max |F|**: 15.970 eV/Å

Structure (XYZ):
```
45
C17H18N6O2S2, DFT ωB97M-V with the def2-TZVPD basis set
O 2.20363 -0.51026 -3.25503
C 2.32963 -1.11604 -2.36604
N 1.62782 -2.38873 -2.30995
C 1.83870 -3.42079 -1.42623
N 2.64090 -3.39168 -0.53404
C 2.50221 -4.63738 0.39889
C 1.73097 -5.56937 -0.03047
S 0.80548 -4.97015 -1.71786
H 1.19791 -6.53168 0.17880
H 2.96630 -4.66491 1.29038
H 1.00831 -2.81577 -3.05639
C 3.10803 -1.01104 -1.26999
H 3.78170 0.16840 -1.52793
H 3.84755 -1.67475 -0.86258
S 2.06097 -0.70967 0.11618
C 1.67607 0.86140 0.03145
N 2.39552 1.91752 -0.72647
N 1.63228 2.93939 -0.61727
C 0.29445 2.81475 0.01826
N 0.43105 1.38992 0.55956
C -0.56885 0.66840 1.11631
H 0.00456 -0.18624 1.96020
H -1.14410 1.34953 1.97172
C -1.52030 -0.10681 0.46937
C -2.89503 -0.77103 0.99087
H -3.67578 -0.19481 1.02172
C -2.45300 -2.10075 0.59708
H -2.96455 -2.90794 1.49538
C -1.09100 -2.34681 0.18364
H -1.03487 -2.99012 -0.61609
O -1.05283 -1.04507 -0.47968
H -0.48305 -2.50305 0.77699
H -3.36645 -2.31252 -0.09849
H -2.28342 -0.64108 2.13691
H -1.91945 0.68476 -0.43808
C -0.68029 3.78035 0.41242
C -1.94902 3.65322 0.39715
C -2.56227 4.71848 1.04548
N -2.22152 5.94350 0.82940
C -0.94897 6.00261 0.65526
C 0.07942 5.21938 0.41762
H 1.08661 5.13840 0.29658
H -0.49811 7.10842 0.53824
H -3.56313 4.62951 0.96117
H -2.37411 2.53049 0.46557
```


(2)
The following is a quantum chemistry calculation of a single C17H18O4 molecule, from the Open Molecules 2025 dataset.

**LUMO**: 0.549 eV
**SMILES**: COc1ccc(C(=O)CCc2ccccc2O)c(OC)c1
**Max |F|**: 0.540 eV/Å
**ΔE to the lowest compared entry with this formula, charge and spin**: 30.7 kJ/mol

Structure (XYZ):
```
39
C17H18O4, DFT ωB97M-V with the def2-TZVPD basis set
C 6.05204 0.18198 -1.11175
O 4.92931 0.86022 -0.59701
C 3.82730 0.14035 -0.27554
C 3.69710 -1.23792 -0.41482
C 2.50985 -1.83092 -0.04634
C 1.41936 -1.11442 0.44715
C 0.22560 -1.92262 0.78499
O 0.31407 -3.12834 0.91267
C -1.12188 -1.24718 0.89119
C -1.56172 -0.73310 -0.49243
C -2.92204 -0.09334 -0.41993
C -3.03767 1.28730 -0.33687
C -4.27120 1.90543 -0.25172
C -5.42207 1.13535 -0.24976
C -5.33192 -0.23974 -0.32607
C -4.08966 -0.86226 -0.40339
O -4.07971 -2.22092 -0.46513
C 1.56333 0.28409 0.59550
O 0.52382 0.99087 1.10480
C 0.66583 2.37502 1.32362
C 2.76114 0.88091 0.23469
H 6.44417 -0.54503 -0.39429
H 6.80180 0.95030 -1.29293
H 5.81719 -0.32411 -2.05302
H 4.49952 -1.84514 -0.79970
H 2.39140 -2.90029 -0.13917
H -1.07771 -0.41195 1.58691
H -1.83485 -1.98368 1.26984
H -1.55359 -1.56162 -1.20944
H -0.83874 0.00379 -0.84278
H -2.13636 1.88343 -0.34338
H -4.33496 2.98141 -0.19044
H -6.39182 1.60570 -0.18715
H -6.21331 -0.86137 -0.32312
H -3.17244 -2.54852 -0.48786
H -0.28056 2.69727 1.75633
H 0.83840 2.91527 0.38763
H 1.47680 2.59120 2.02500
H 2.91419 1.94259 0.33375
```


(3)
The following is a quantum chemistry calculation of a single C17H18O6 molecule at a distorted geometry, from the Open Molecules 2025 dataset.

**LUMO**: 0.057 eV
**SMILES**: COC(C)(C)[C@H](O)COc1c2ccoc2cc2oc(=O)ccc12
**Max |F|**: 1.242 eV/Å
**ΔE to the lowest compared entry with this formula, charge and spin**: 101.0 kJ/mol

Structure (XYZ):
```
41
C17H18O6, DFT ωB97M-V with the def2-TZVPD basis set
C 3.16109 1.65162 0.69654
O 3.07266 0.64563 -0.28660
C 2.86240 -0.70166 0.14191
C 3.50752 -1.58546 -0.92896
C 3.48477 -1.02657 1.50026
C 1.33220 -0.96269 0.22355
O 1.11790 -2.23759 0.78078
C 0.64384 -0.87481 -1.14780
O -0.76078 -0.98653 -1.00867
C -1.53109 0.04406 -0.58691
C -1.16148 1.38360 -0.42596
C 0.02655 2.17669 -0.58887
C -0.31608 3.44063 -0.25985
O -1.61653 3.54635 0.10122
C -2.14440 2.31317 0.00639
C -3.45769 1.98412 0.28267
C -3.81075 0.65534 0.11457
O -5.09247 0.32032 0.37795
C -5.57310 -0.95721 0.24960
O -6.73273 -1.15425 0.50980
C -4.62501 -1.96398 -0.19494
C -3.34327 -1.65334 -0.46171
C -2.87095 -0.30887 -0.31303
H 4.05883 1.54420 1.31147
H 3.22475 2.58951 0.14577
H 2.28018 1.68094 1.34643
H 3.17771 -2.61187 -0.80336
H 4.58853 -1.54240 -0.83096
H 3.24202 -1.22747 -1.91891
H 3.34569 -2.08567 1.69145
H 4.54851 -0.80301 1.48938
H 3.00604 -0.47108 2.30230
H 0.88835 -0.19343 0.88017
H 0.18606 -2.45938 0.66183
H 0.91856 -1.75166 -1.73947
H 0.93421 0.02585 -1.68730
H 1.00091 1.86461 -0.89822
H 0.26137 4.34412 -0.24351
H -4.17684 2.71488 0.60731
H -5.01384 -2.96377 -0.29731
H -2.64361 -2.40290 -0.79904
```


(4)
The following is a quantum chemistry calculation of C17H19AsMnN2O2 as an isolated structure, from the Open Molecules 2025 dataset.

**LUMO (alpha / beta)**: -4.285 / -4.302 eV
**Expectation value of S²**: 6.062
**2S+1**: 5
**Max |F|**: 0.322 eV/Å
**Charge**: +1

Structure (XYZ):
```
42
C17H19AsMnN2O2, DFT ωB97M-V with the def2-TZVPD basis set
Mn 0.03631 -0.41997 0.10616
O 1.85077 -0.29275 0.21461
C 2.66570 0.72628 -0.09384
C 4.03962 0.51724 0.01217
C 4.92258 1.53623 -0.28663
C 4.46903 2.78890 -0.70027
C 3.11654 3.00644 -0.80920
C 2.19270 1.98846 -0.51241
C 0.79862 2.29306 -0.64695
N -0.15314 1.44781 -0.43307
N -1.47084 1.88374 -0.57564
C -2.27021 0.90754 -0.30052
O -1.81516 -0.29857 0.05057
C -3.73132 1.07390 -0.34608
C -4.28073 2.33751 -0.56302
C -5.65443 2.49118 -0.60704
C -6.48412 1.38979 -0.43720
C -5.93942 0.13222 -0.22180
C -4.56433 -0.02817 -0.17412
H 4.39365 -0.45091 0.33796
H 5.98558 1.35558 -0.19493
H 5.17138 3.57665 -0.93083
H 2.74249 3.97180 -1.12678
H 0.50318 3.29464 -0.94838
H -3.62629 3.18780 -0.69393
H -6.08112 3.47093 -0.77296
H -7.55834 1.51340 -0.47163
H -6.58720 -0.72374 -0.08969
H -4.13378 -1.00444 -0.00221
C -1.76140 -3.68846 0.04385
As 0.00566 -2.91933 0.03644
C 0.86818 -3.62499 -1.54027
C 0.94766 -3.75046 1.50171
H -1.68493 -4.77425 0.01385
H -2.30995 -3.33003 -0.82471
H -2.28333 -3.37733 0.94635
H 0.85859 -4.71290 -1.48854
H 1.89521 -3.26762 -1.57731
H 0.33742 -3.29870 -2.43220
H 0.95119 -4.83027 1.36037
H 0.45503 -3.50801 2.44106
H 1.96977 -3.37798 1.52346
```


(5)
The following is a quantum chemistry calculation of C17H19BaNPS as an isolated structure at a distorted geometry, from the Open Molecules 2025 dataset.

**LUMO (alpha / beta)**: 2.135 / 2.149 eV
**Max |F|**: 4.546 eV/Å
**Charge**: -1
**ΔE to the lowest compared entry with this formula, charge and spin**: 4.5 kJ/mol

Structure (XYZ):
```
40
C17H19BaNPS, DFT ωB97M-V with the def2-TZVPD basis set
C -0.42993 0.15879 -4.26035
C -1.27951 -0.64205 -5.08601
C -0.79245 -1.98677 -5.06844
C 0.39899 -2.01488 -4.27427
C 0.64977 -0.69327 -3.79408
Ba 0.03394 1.62285 -0.75475
P -1.39817 4.39614 -2.13160
H -0.54210 1.22752 -4.06270
H -2.16418 -0.29453 -5.61812
H -1.24989 -2.83480 -5.57663
H 1.50386 -0.37565 -3.18589
H 1.03046 -2.88006 -4.08795
H -2.51458 5.15442 -1.65509
H -1.78830 4.45123 -3.51175
H -0.53102 5.54037 -2.17527
N -0.62206 -0.65044 -0.05948
S -1.12351 -0.71617 1.48479
C -0.09425 -1.93949 2.28953
C -0.61016 -2.49651 3.47183
C 0.15117 -3.43711 4.15968
C 1.40113 -3.82781 3.66461
C 1.86675 -3.32433 2.44520
C 1.11520 -2.36596 1.74684
C -0.33394 0.87446 2.00086
C 1.05699 1.00573 1.97824
C 1.60878 2.28441 1.79856
C 0.76395 3.39352 1.66707
C -0.62014 3.25727 1.84059
C -1.18780 1.98868 2.00211
H -0.79000 -1.55453 -0.50589
H -1.59439 -2.17314 3.81304
H -0.24111 -3.86266 5.08198
H 2.00631 -4.54276 4.22336
H 2.81668 -3.67167 2.03530
H 1.45454 -1.95610 0.79045
H 1.70569 0.13601 2.08442
H 2.69368 2.39738 1.75764
H 1.18796 4.38715 1.48346
H -1.27050 4.13568 1.87658
H -2.26786 1.82908 2.11215
```


(6)
The following is a quantum chemistry calculation of a 2-piece molecular cluster, C17H19Cl3NO3 overall at a distorted geometry, from the Open Molecules 2025 dataset.

**LUMO**: -3.405 eV
**Max |F|**: 18.291 eV/Å
**Charge**: +1

Structure (XYZ):
```
43
C17H19Cl3NO3, DFT ωB97M-V with the def2-TZVPD basis set
C -1.51193 -1.77664 2.77485
H -2.18820 -1.88842 1.92942
H -1.85518 -1.39119 3.60958
H -0.98539 -2.75929 2.78102
O -0.63682 -0.90676 2.21216
C 0.32785 -1.04020 1.60453
C 1.30530 -0.11770 1.76910
C 2.51662 -0.08996 0.71203
C 2.68423 -1.21578 -0.04229
C 1.76582 -2.22745 -0.04523
C 0.45263 -1.81431 0.65489
O -0.65464 -2.73259 0.22758
C -1.14256 -2.66154 -1.02844
C -1.92369 -1.10679 -0.75005
C -1.40584 0.05099 -1.12202
C -2.18448 1.19754 -0.64974
C -3.38955 0.97945 -0.28152
C -4.04771 -0.15379 -0.04883
C -3.16436 -1.13591 -0.41832
H -3.75320 -2.16274 -0.08116
H -5.08038 -0.17312 0.11094
Cl -4.43760 2.67767 0.10348
H -1.66811 2.30692 -0.89414
Cl 0.15568 0.30534 -1.40756
H -1.84008 -3.13921 -1.37618
H -0.32770 -2.38702 -1.71799
Cl 1.94718 -3.73798 -1.06114
H 3.68532 -1.22532 -0.53589
C 3.40584 1.01259 0.82911
H 4.53058 0.67932 0.54664
H 3.51242 1.75517 1.57943
N 2.94631 1.87201 -0.52857
H 2.05202 2.27149 -0.12865
H 2.85741 1.17047 -1.25078
C 3.69720 3.07513 -0.67566
H 3.60415 3.63318 -1.68106
C 3.18368 4.22149 0.09355
H 3.48653 4.04988 1.55753
O 1.73249 4.14641 0.27454
H 1.23356 4.91125 -0.19602
H 3.58416 5.12823 0.12994
H 4.65818 3.06816 -0.27754
H 1.13903 0.81497 2.27950
```